No. 1
{
  "formula": "C27H34GeN5O2PtS",
  "method": "wB97M-V/def2-TZVPD",
  "species": ["Pt", "O", "N", "O", "S", "C", "N", "C", "C", "N", "H", "H", "H", "H", "H", "H", "C", "C", "C", "C", "C", "C", "Ge", "C", "C", "C", "C", "C", "C", "C", "C", "C", "C", "C", "C", "H", "H", "H", "H", "H", "H", "H", "H", "H", "H", "H", "H", "H", "H", "H", "C", "C", "N", "C", "C", "N", "C", "C", "H", "H", "H", "H", "H", "H", "H", "H", "H", "H", "H", "H", "H"],
  "positions_angstrom": [[0.9173, 0.8778, 0.1679], [2.5989, 0.3967, 1.4930], [3.4941, 0.3838, 0.6224], [3.0329, 0.5722, -0.5241], [1.4085, 3.2783, 0.1348], [2.9889, 3.3705, -0.5762], [4.0931, 3.6095, 0.1081], [5.2958, 3.5997, -0.7420], [4.6848, 3.5175, -2.1587], [3.2596, 3.2885, -1.8649], [4.0970, 3.7334, 1.1069], [5.9060, 2.7301, -0.5091], [5.8890, 4.4961, -0.5903], [5.0979, 2.6982, -2.7392], [4.8080, 4.4413, -2.7181], [2.5565, 3.1161, -2.5622], [-2.7429, 4.8666, 2.1376], [-2.1645, 4.8768, 0.8698], [-1.7672, 3.6863, 0.2856], [-1.9794, 2.4701, 0.9534], [-2.5547, 2.4692, 2.2327], [-2.9491, 3.6665, 2.8083], [-1.5597, 0.7900, 0.0593], [-2.4807, 0.6506, -1.6290], [-2.4587, -0.5582, -2.3381], [-3.1741, -0.7008, -3.5179], [-3.9079, 0.3704, -4.0136], [-3.9286, 1.5766, -3.3261], [-3.2168, 1.7217, -2.1424], [-2.0128, -0.6825, 1.2513], [-2.9232, -1.6900, 0.9244], [-3.2326, -2.6850, 1.8458], [-2.6380, -2.6846, 3.1029], [-1.7173, -1.6975, 3.4376], [-1.3978, -0.7111, 2.5119], [-3.0255, 5.8002, 2.6075], [-2.0196, 5.8117, 0.3433], [-1.2993, 3.7033, -0.6915], [-2.7225, 1.5426, 2.7649], [-3.4183, 3.6623, 3.7836], [-1.8855, -1.3999, -1.9666], [-3.1607, -1.6435, -4.0503], [-4.4656, 0.2641, -4.9353], [-4.5061, 2.4088, -3.7081], [-3.2638, 2.6632, -1.6106], [-3.4128, -1.6877, -0.0436], [-3.9548, -3.4506, 1.5886], [-2.9041, -3.4451, 3.8274], [-1.2582, -1.6917, 4.4193], [-0.6692, 0.0487, 2.7774], [2.7465, -4.1357, -0.5327], [2.7134, -2.5856, -0.5909], [1.4821, -2.0738, 0.0219], [0.3216, -2.5542, -0.7396], [0.2952, -4.1018, -0.7966], [1.4361, -4.5982, 0.0481], [1.2885, -4.0927, 1.4582], [1.3943, -2.5489, 1.4118], [3.5400, -4.5089, 0.1099], [2.8572, -4.5878, -1.5152], [2.7648, -2.2331, -1.6183], [3.5703, -2.1805, -0.0586], [0.3718, -2.1404, -1.7445], [-0.5780, -2.1857, -0.2517], [0.4385, -4.4882, -1.8027], [-0.6241, -4.5145, -0.3882], [1.4217, -5.6159, 0.0592], [2.0745, -4.5447, 2.0584], [0.3260, -4.4328, 1.8338], [2.2789, -2.2092, 1.9451], [0.5240, -2.0988, 1.8844]],
  "atomic_forces_ev_per_a": [[1.12, 0.81, -0.17], [0.01, -0.01, 0.11], [-0.19, -0.10, 0.01], [-0.14, -0.15, -0.05], [0.04, -0.08, -0.10], [-0.08, 0.12, 0.10], [0.25, 0.00, 0.06], [-0.19, -0.02, 0.03], [-0.14, -0.01, 0.12], [0.17, -0.08, -0.26], [-0.03, -0.04, 0.00], [0.02, -0.05, 0.03], [-0.01, 0.06, 0.00], [0.00, -0.06, -0.01], [-0.01, 0.06, -0.02], [-0.06, 0.05, 0.04], [0.03, -0.02, -0.06], [-0.02, -0.04, 0.06], [-0.11, -0.07, 0.17], [0.35, 0.12, -0.01], [0.10, 0.07, -0.14], [-0.01, 0.03, -0.02], [-1.35, -0.23, 0.24], [0.24, -0.15, -0.27], [-0.06, 0.14, -0.09], [0.05, 0.03, 0.06], [0.01, 0.03, 0.03], [0.02, -0.01, 0.02], [-0.03, -0.10, -0.02], [0.23, -0.10, 0.18], [-0.02, 0.03, 0.03], [0.03, 0.00, -0.03], [0.01, -0.02, -0.02], [0.01, 0.03, -0.05], [-0.18, -0.13, -0.04], [-0.03, -0.03, -0.03], [0.00, -0.01, 0.04], [-0.02, -0.01, 0.01], [0.00, 0.00, -0.01], [0.03, 0.02, -0.01], [-0.03, 0.02, 0.00], [-0.01, 0.02, 0.00], [0.01, 0.00, 0.03], [0.01, -0.03, 0.00], [0.00, -0.02, 0.00], [-0.02, 0.01, 0.05], [0.01, 0.04, 0.02], [0.02, 0.03, -0.03], [-0.02, 0.01, -0.03], [-0.03, 0.04, 0.04], [0.00, 0.15, -0.01], [-0.17, -0.03, 0.13], [-0.11, -0.33, 0.03], [0.21, -0.06, 0.16], [0.05, 0.13, 0.01], [0.03, 0.11, -0.01], [0.03, 0.14, 0.02], [0.02, -0.01, -0.20], [-0.02, -0.05, 0.06], [-0.07, -0.05, -0.02], [-0.01, -0.01, -0.06], [0.04, 0.03, 0.02], [-0.02, 0.02, -0.04], [0.00, -0.01, -0.01], [0.05, -0.05, -0.02], [-0.01, -0.05, 0.05], [0.00, -0.04, 0.00], [0.04, -0.06, -0.04], [-0.06, -0.03, -0.06], [0.04, 0.01, 0.02], [0.00, -0.04, -0.03]],
  "total_charge": 2,
  "orbital_gap_ev": [8.00, 5.69],
  "e_homo_ev": [-12.689, -13.742],
  "max_force_ev_per_a": 1.39,
  "multiplicity": 4,
  "s_squared": 3.766
}



No. 2
{
  "formula": "C2AlF3NO5S2",
  "method": "wB97M-V/def2-TZVPD",
  "species": ["N", "S", "O", "S", "O", "C", "F", "F", "F", "O", "C", "O", "O", "Al"],
  "positions_angstrom": [[0.3954, 0.9497, 0.2066], [-0.5499, 1.6964, -0.7694], [-0.8342, 3.0464, -0.2870], [0.6940, -0.6859, -0.2693], [0.4162, -1.5119, 0.9355], [2.5631, -0.4500, -0.2400], [2.9205, 0.4509, -1.1372], [2.9803, -0.0872, 0.9551], [3.0974, -1.6207, -0.5525], [-3.4459, -0.7081, 1.6493], [-3.5564, -0.5431, 0.3975], [-2.4644, -0.4119, -0.2158], [-4.6364, -0.7863, -0.2252], [-4.4092, -0.8469, -1.8716]],
  "atomic_forces_ev_per_a": [[0.00, -1.76, -0.93], [-0.63, 2.96, 0.93], [0.52, -2.49, -0.95], [-0.54, 1.73, 2.53], [0.09, 0.16, -1.21], [3.72, -0.43, -0.06], [-0.98, -0.26, 0.28], [-1.05, -0.12, -0.55], [-0.79, 0.32, 0.09], [-1.99, 0.38, -1.55], [5.71, -1.05, 3.77], [-0.84, 0.76, -1.14], [-3.12, 0.20, 1.48], [-0.10, -0.40, -2.70]],
  "total_charge": 2,
  "orbital_gap_ev": [3.81, 3.87],
  "e_homo_ev": [-18.349, -18.328],
  "max_force_ev_per_a": 6.92,
  "multiplicity": 2,
  "s_squared": 0.780
}



No. 3
{
  "formula": "C50H55ClN4O2Re",
  "method": "wB97M-V/def2-TZVPD",
  "species": ["Re", "C", "C", "C", "C", "C", "C", "C", "C", "C", "C", "C", "C", "C", "C", "C", "C", "N", "C", "C", "C", "N", "C", "C", "C", "N", "C", "C", "C", "C", "C", "C", "C", "C", "C", "C", "C", "C", "N", "C", "C", "H", "H", "H", "H", "H", "H", "H", "H", "H", "H", "H", "H", "H", "H", "H", "H", "H", "H", "H", "H", "H", "H", "H", "H", "H", "H", "H", "H", "H", "H", "H", "H", "H", "H", "H", "H", "H", "H", "H", "H", "H", "H", "H", "H", "Cl", "C", "C", "C", "C", "O", "C", "C", "O", "C", "H", "H", "H", "H", "C", "C", "C", "C", "C", "C", "C", "H", "H", "H", "H", "H", "H", "H"],
  "positions_angstrom": [[-0.5634, -0.0347, 0.0224], [0.5582, -6.4288, -0.0371], [1.3767, -5.2797, -0.6309], [1.1886, -3.9701, 0.0686], [2.0507, -3.3222, 0.9080], [3.3982, -3.7535, 1.3830], [3.3615, -4.4940, 2.7206], [1.4724, -2.0275, 1.1962], [1.9607, -1.1301, 2.1356], [1.4330, 0.1199, 2.4435], [1.9700, 1.0343, 3.4215], [3.2045, 0.8135, 4.2297], [4.4371, 1.2432, 3.4277], [1.1910, 2.1556, 3.3867], [0.1655, 1.9059, 2.4017], [-0.8647, 2.7748, 2.0696], [-1.8293, 2.5836, 1.0897], [-1.9486, 1.5055, 0.2596], [-3.0954, 1.6850, -0.4652], [-3.6666, 0.7335, -1.2918], [-3.2232, -0.5725, -1.4484], [-2.1201, -1.1233, -0.8440], [-2.0326, -2.4193, -1.2790], [-1.0259, -3.3217, -0.9445], [0.0952, -3.0555, -0.1762], [0.3492, -1.8612, 0.4397], [-3.0964, -2.6875, -2.2052], [-3.8335, -1.5400, -2.3144], [-5.0333, -1.2937, -3.1680], [-6.3285, -1.4138, -2.3644], [-3.2444, -3.9238, -3.0257], [-2.3804, -3.8223, -4.2897], [-3.6720, 2.9704, -0.1625], [-2.8985, 3.5153, 0.8201], [-3.0219, 4.8545, 1.4601], [-2.0329, 5.8217, 0.8064], [-4.8915, 3.5476, -0.8024], [-6.1759, 3.0203, -0.1542], [0.3525, 0.6808, 1.8415], [1.3795, 3.4145, 4.1717], [0.6256, 3.3950, 5.5025], [0.7223, -7.3395, -0.6116], [-0.5036, -6.1950, -0.0500], [0.8506, -6.6135, 0.9936], [1.1007, -5.1512, -1.6820], [2.4365, -5.5454, -0.6022], [4.0308, -2.8678, 1.4741], [3.8505, -4.4020, 0.6301], [2.9489, -3.8604, 3.5019], [4.3667, -4.7950, 3.0096], [2.7395, -5.3828, 2.6495], [2.8432, -1.4356, 2.6795], [3.2942, -0.2398, 4.5068], [3.1488, 1.3951, 5.1528], [4.5168, 0.6563, 2.5163], [5.3466, 1.1153, 4.0115], [4.3504, 2.2876, 3.1357], [-0.9257, 3.6967, 2.6310], [-4.5581, 1.0173, -1.8331], [-1.1139, -4.3199, -1.3486], [-5.0515, -2.0177, -3.9849], [-4.9697, -0.2950, -3.6068], [-6.4215, -2.4154, -1.9545], [-7.1827, -1.2163, -3.0069], [-6.3361, -0.7079, -1.5384], [-4.2927, -4.0394, -3.3108], [-2.9479, -4.8022, -2.4480], [-2.6990, -2.9766, -4.8945], [-2.4634, -4.7286, -4.8849], [-1.3363, -3.6722, -4.0275], [-2.8153, 4.7768, 2.5298], [-4.0365, 5.2324, 1.3370], [-1.0145, 5.4683, 0.9484], [-2.1244, 6.8177, 1.2340], [-2.2234, 5.8785, -0.2635], [-4.8886, 3.3042, -1.8668], [-4.8621, 4.6361, -0.7141], [-6.2108, 1.9339, -0.2013], [-7.0532, 3.4191, -0.6605], [-6.2179, 3.3139, 0.8927], [1.0418, 4.2688, 3.5830], [2.4435, 3.5551, 4.3726], [-0.4422, 3.2716, 5.3367], [0.7956, 4.3264, 6.0396], [0.9732, 2.5707, 6.1205], [6.5778, 3.6963, 0.2123], [5.1758, 2.6982, 0.0120], [5.3433, 1.3131, -0.1150], [4.2572, 0.5053, -0.2501], [2.9156, 1.0162, -0.2697], [1.9652, 0.2068, -0.3596], [2.7863, 2.4482, -0.1832], [1.5036, 3.0668, -0.3012], [0.4290, 2.5364, -0.5380], [3.9240, 3.2533, -0.0306], [6.3397, 0.8982, -0.0955], [4.3716, -0.5614, -0.3627], [1.5319, 4.1717, -0.1795], [3.8119, 4.3256, 0.0412], [-0.2469, 0.1165, -2.2775], [1.0747, -0.3291, -2.7601], [1.4756, -1.6663, -2.7203], [2.7343, -2.0465, -3.1421], [3.6087, -1.1147, -3.6774], [3.2016, 0.2038, -3.7933], [1.9606, 0.5918, -3.3237], [-1.0383, -0.4056, -2.8234], [-0.3551, 1.1897, -2.4421], [0.7986, -2.4041, -2.3233], [3.0419, -3.0791, -3.0559], [4.5957, -1.4164, -4.0059], [3.8608, 0.9332, -4.2433], [1.6597, 1.6273, -3.3920]],
  "atomic_forces_ev_per_a": [[0.62, -0.05, -1.44], [0.14, 0.09, -0.10], [-0.12, -0.01, 0.13], [0.19, 0.29, 0.05], [-0.15, 0.02, -0.18], [-0.10, -0.09, 0.15], [0.07, 0.06, -0.12], [0.14, -0.04, 0.02], [-0.16, 0.19, -0.14], [0.29, -0.43, 0.10], [-0.24, 0.13, 0.12], [0.12, 0.10, -0.15], [-0.05, -0.09, 0.15], [0.20, -0.26, -0.09], [-0.33, 0.41, 0.10], [0.16, -0.27, -0.10], [-0.09, 0.12, 0.07], [0.03, -0.12, 0.25], [-0.16, 0.01, -0.20], [0.38, -0.06, 0.14], [0.05, 0.12, -0.08], [-0.13, 0.03, 0.57], [0.22, -0.06, 0.05], [0.09, 0.31, 0.08], [-0.17, -0.21, -0.04], [-0.19, 0.09, 0.25], [-0.27, 0.28, -0.02], [0.31, -0.25, 0.01], [-0.03, -0.03, 0.20], [0.07, 0.02, -0.22], [0.11, 0.07, -0.07], [-0.17, -0.15, 0.14], [0.34, 0.14, 0.17], [-0.14, -0.26, -0.08], [0.15, 0.01, -0.17], [-0.13, 0.08, 0.14], [-0.09, -0.15, 0.18], [0.06, 0.13, -0.14], [-0.54, -0.33, -0.59], [-0.15, -0.14, 0.11], [0.11, 0.08, -0.12], [-0.05, -0.07, 0.02], [-0.12, -0.03, 0.03], [-0.01, -0.03, 0.12], [0.10, -0.03, -0.01], [-0.05, 0.04, -0.07], [0.08, -0.07, -0.08], [0.04, 0.06, -0.03], [-0.04, 0.05, 0.12], [0.04, -0.05, 0.09], [-0.06, -0.11, 0.01], [0.03, 0.01, 0.04], [-0.04, 0.05, 0.09], [-0.04, -0.10, 0.03], [0.05, -0.02, -0.10], [0.10, 0.01, 0.02], [0.05, 0.10, -0.06], [0.04, 0.03, 0.01], [-0.02, 0.01, 0.00], [0.03, -0.02, -0.09], [0.04, 0.11, -0.06], [0.01, -0.07, -0.12], [-0.06, -0.12, 0.09], [-0.17, 0.01, 0.02], [-0.05, 0.07, 0.12], [0.05, -0.15, 0.08], [-0.14, -0.03, -0.02], [0.01, 0.08, -0.08], [0.02, -0.07, -0.11], [0.14, 0.03, 0.01], [-0.13, 0.06, 0.02], [-0.06, -0.01, 0.12], [0.13, 0.02, -0.05], [0.04, 0.12, 0.01], [0.04, 0.05, -0.08], [-0.02, 0.09, -0.04], [0.02, -0.04, -0.10], [-0.04, -0.09, 0.02], [-0.09, 0.00, 0.00], [-0.02, -0.01, 0.09], [0.10, 0.05, -0.06], [0.00, 0.05, -0.11], [-0.12, -0.02, 0.04], [-0.06, 0.04, 0.10], [-0.02, -0.09, 0.09], [0.30, 0.26, 0.05], [-0.39, 0.26, 0.00], [-0.09, -0.06, 0.00], [0.01, 0.01, -0.02], [0.49, 0.40, 0.08], [-0.90, -0.35, -0.06], [-0.11, -0.77, 0.05], [0.17, 0.47, -0.07], [-0.10, 0.03, -0.20], [0.39, -0.09, 0.05], [0.12, -0.04, -0.02], [-0.01, -0.19, -0.03], [-0.04, 0.04, -0.04], [-0.04, 0.15, 0.02], [-0.43, 0.20, 1.06], [0.56, -0.15, -0.37], [-0.11, 0.28, -0.05], [0.06, -0.08, -0.04], [0.13, -0.02, -0.05], [0.12, 0.03, -0.01], [-0.23, -0.11, 0.02], [0.01, 0.00, 0.28], [-0.10, -0.01, 0.11], [-0.01, -0.06, -0.04], [0.00, -0.14, -0.01], [-0.02, 0.01, -0.02], [0.05, 0.08, 0.03], [-0.02, 0.15, 0.03]],
  "orbital_gap_ev": [5.68, 5.37],
  "de_lowest_ev": 1.9443,
  "e_homo_ev": [-6.822, -6.806],
  "max_force_ev_per_a": 1.57,
  "multiplicity": 4,
  "s_squared": 3.815
}